C3H4N2 | wB97M-V/def2-TZVPD

Geometry as XYZ:
```
9
Properties=species:S:1:pos:R:3:forces:R:3
C 1.0733 -0.5710 0.1567 0.193 0.045 -0.081
C 0.6864 0.7311 0.0004 0.139 -0.093 0.043
N -0.6874 0.6945 -0.0743 0.027 0.018 -0.035
C -1.0516 -0.6168 0.0267 -0.059 -0.171 -0.341
N -0.0181 -1.4004 0.1866 -0.032 0.162 -0.340
H 2.0679 -0.9939 0.1577 -0.051 0.225 0.221
H 1.2471 1.6484 -0.1082 -0.112 -0.144 0.134
H -1.2902 1.5051 -0.1068 0.082 -0.343 -0.119
H -2.0274 -0.9969 -0.2388 -0.188 0.301 0.517
```
Positions in Å, forces in eV/Å.

The value obtained for the gap between HOMO and LUMO is 9.821 eV. The calculation puts the total energy at -6155.8053 eV. Its molar mass is 68.1 g mol⁻¹. As for the SMILES: c1c[nH]cn1. The value obtained for the HOMO energy is -8.89 eV.

Here are the Löwdin charges for atoms 1 to 5, given in e:
1 C -0.18
2 C -0.12
3 N 0.03
4 C -0.23
5 N 0.04